(P)
C2H3ClN2 | wB97M-V/def2-TZVPD

Geometry (Å):
C: -0.6477 -0.4846 -0.6612
C: 1.4415 -1.3020 0.6369
N: -1.4265 1.4854 0.3611
N: -1.1756 0.4820 -0.2318
Cl: 2.6106 -0.3577 -0.0599
H: -0.9160 -1.1635 -1.4435
H: 1.5036 -0.9625 1.6727
H: -1.3900 2.3028 -0.2743

Multiplicity: 3
Orbital gap (alpha / beta) (eV): 8.69 / 7.68

(Q)
C2H3ClN2 | wB97M-V/def2-TZVPD

Geometry (Å):
C: -1.8516 0.7920 0.0517
C: 0.3380 -0.5100 0.4590
N: -2.7586 1.4222 -0.1785
N: 1.3158 -0.0169 -0.3466
Cl: -0.4628 -1.9796 -0.0447
H: 0.1509 -0.3614 1.5371
H: 2.1265 0.5669 -0.0654
H: 1.1417 0.0867 -1.4126

Multiplicity: 3
Orbital gap (alpha / beta) (eV): 7.91 / 6.95

In terms of stability, (Q) leads; the second structure lies 0.0639 hartree higher.

(P)
C2H6N2O | wB97M-V/def2-TZVPD

Geometry (Å):
C: 1.0174 1.0506 -0.0528
C: 0.8074 -0.5100 -0.0757
O: 1.7539 -1.2677 -0.0837
N: -0.4348 -1.0359 -0.0888
N: -1.4254 -0.1002 -0.1001
H: 0.8473 1.5186 1.0364
H: 2.0583 1.2054 -0.3034
H: 0.2816 1.5055 -0.7067
H: -0.7104 -2.0137 0.4693
H: -2.1422 -0.2327 -0.8387
H: -2.0531 -0.1201 0.7443

Orbital gap (eV): 10.23

(Q)
C2H6N2O | wB97M-V/def2-TZVPD

Geometry (Å):
C: -0.0370 -0.2055 -0.8163
N: 0.1827 -1.1184 -1.7753
C: -0.1087 0.3974 1.2929
O: -0.8132 -0.5278 0.1880
N: -0.6847 1.5480 1.4501
H: 0.0557 -2.0958 -1.5661
H: 0.6237 -0.8592 -2.6410
H: -0.3599 2.0167 2.2923
H: 0.0481 0.8393 -1.1166
H: 0.9418 0.3126 0.5982
H: 0.1516 -0.3073 2.0938

Orbital gap (eV): 7.67

In terms of stability, (P) leads; the second structure lies 0.0867 hartree higher.

(P)
C2H6N2O | wB97M-V/def2-TZVPD

Geometry (Å):
H: -1.2368 1.9077 0.2934
N: -0.3853 1.2533 -0.2402
C: -0.5995 0.0042 -0.2383
N: -1.7793 -0.6580 0.0036
O: 0.5211 -0.7682 -0.4175
C: 1.7702 -0.1778 0.0461
H: -2.0637 -1.6406 0.2853
H: -2.5101 0.0104 -0.2794
H: 2.2869 0.4938 -0.7471
H: 1.4784 0.5153 1.0063
H: 2.5181 -0.9402 0.2878

Orbital gap (eV): 10.23

(Q)
C2H6N2O | wB97M-V/def2-TZVPD

Geometry (Å):
N: -1.3759 -0.7259 0.0145
N: -1.2962 0.4182 -0.6225
C: -0.1232 0.9530 -0.3884
C: 1.0000 0.3511 0.3026
O: 1.6282 -0.6715 -0.6696
H: -0.9591 -0.4328 1.0756
H: -2.2448 -1.2981 -0.3238
H: 0.0778 2.0349 -0.6907
H: 1.9526 0.9838 0.6987
H: 0.5318 -0.1628 1.1857
H: 0.8089 -1.4499 -0.5821

Orbital gap (eV): 9.32

(R)
C2H6N2O | wB97M-V/def2-TZVPD

Geometry (Å):
N: -1.5815 -0.7170 0.0941
N: -1.2060 0.5497 -0.2552
C: 0.0724 0.9085 -0.1697
C: 1.1051 0.3435 0.4362
O: 1.6061 -0.8085 -0.3115
H: -1.4216 -0.7770 1.1070
H: -2.5966 -0.6357 -0.0193
H: 0.3241 1.9281 -0.4765
H: 2.0946 0.9263 0.7772
H: 0.4743 -0.2064 1.3454
H: 0.7246 -1.1081 -0.7132

Orbital gap (eV): 10.02

In terms of stability, (P) leads; the second structure lies 0.0704 hartree higher.

(P)
C2H6N2O | wB97M-V/def2-TZVPD

Geometry (Å):
C: -0.7749 0.3156 0.1166
C: 2.2988 0.0158 0.0818
N: -2.1859 0.1489 0.3567
N: -0.0730 -0.5201 -0.5876
O: -0.3927 -1.6263 -1.0691
H: -0.4057 1.1740 0.6431
H: 1.9023 -0.0824 1.0897
H: 2.0347 0.8970 -0.3263
H: 2.8109 -0.7452 -0.3161
H: -2.7147 0.9412 0.3901
H: -2.4998 -0.5184 -0.3788

Orbital gap (alpha / beta) (eV): 9.15 / 7.88

(Q)
C2H6N2O | wB97M-V/def2-TZVPD

Geometry (Å):
N: -1.2567 -0.7500 -0.3496
C: -0.6263 0.3234 0.4261
C: 0.6210 0.9422 -0.1771
N: 1.7368 0.3444 -0.3640
O: 1.8157 -0.9637 0.0839
H: -1.6465 -0.3562 -1.2048
H: -0.5698 -1.4376 -0.6324
H: -1.3661 1.1215 0.5746
H: -0.4142 -0.0419 1.4497
H: 0.6027 1.9655 -0.5339
H: 1.1033 -1.1476 0.7275

Orbital gap (eV): 10.64

In terms of stability, (Q) leads; the second structure lies 0.1189 hartree higher.

(P)
C2H6N2O | wB97M-V/def2-TZVPD

Geometry (Å):
N: -1.3168 0.6707 -0.8996
C: -2.0644 -0.1867 -0.1703
O: -1.8524 -0.5997 0.9396
H: -0.5803 1.1929 -0.4678
H: -1.6881 0.9450 -1.7785
H: -2.9921 -0.5005 -0.6998
C: 2.3235 -0.5885 0.4709
N: 1.3700 0.2409 0.4153
H: 2.3995 -1.3504 -0.3080
H: 3.1547 -0.5013 1.1722
H: 1.2463 0.6777 1.3261

Orbital gap (eV): 10.66

(Q)
C2H6N2O | wB97M-V/def2-TZVPD

Geometry (Å):
N: 0.5992 1.3667 -0.6209
C: -0.2819 0.2147 -0.7848
N: 0.2457 -0.9475 -0.0652
C: -0.1521 -1.1264 1.2456
O: -1.0931 -0.5944 1.7740
H: 0.2140 2.1071 -1.2030
H: 0.4686 1.7129 0.3269
H: -1.2888 0.3515 -0.3809
H: -0.4121 -0.0634 -1.8216
H: 1.2367 -1.1131 -0.1869
H: 0.4639 -1.9081 1.7168

Orbital gap (eV): 10.92

In terms of stability, (Q) leads; the second structure lies 0.0352 hartree higher.

(P)
CH6N2Si | wB97M-V/def2-TZVPD

Geometry (Å):
C: 0.4247 -0.2005 0.2803
N: 1.4612 0.6140 -0.2722
N: 1.5458 -0.8389 -0.0561
Si: -1.3493 -0.0482 -0.2343
H: 0.0590 0.3151 2.2053
H: 1.1447 0.9035 -1.2437
H: 2.1948 -1.1154 0.6332
H: -2.3481 -1.3231 -0.0040
H: -1.2406 0.4760 -1.6753
H: -1.8923 1.2175 0.3669

Orbital gap (alpha / beta) (eV): 8.65 / 8.65

(Q)
CH6N2Si | wB97M-V/def2-TZVPD

Geometry (Å):
C: -1.2710 0.7946 -0.6398
N: -2.1334 0.9790 0.4582
N: -1.5469 -0.2733 0.0741
Si: 1.9787 -0.3474 -0.0115
H: 1.3299 0.7633 -0.7787
H: -3.1087 1.2110 0.3179
H: -2.0633 -1.0787 -0.1779
H: 3.4624 -0.0954 -0.0834
H: 1.6754 -1.6613 -0.6059
H: 1.6770 -0.2918 1.4470

Orbital gap (eV): 10.30

In terms of stability, (Q) leads; the second structure lies 0.0339 hartree higher.